A) {
  "formula": "C42H107N5O14",
  "method": "wB97M-V/def2-TZVPD",
  "symbols": ["O", "O", "O", "O", "O", "O", "O", "O", "O", "O", "O", "O", "O", "O", "N", "N", "N", "N", "N", "C", "C", "C", "C", "C", "C", "C", "C", "C", "C", "C", "C", "C", "C", "C", "C", "C", "C", "C", "C", "C", "C", "C", "C", "C", "C", "C", "C", "C", "C", "C", "C", "C", "C", "C", "C", "C", "C", "C", "C", "C", "C", "H", "H", "H", "H", "H", "H", "H", "H", "H", "H", "H", "H", "H", "H", "H", "H", "H", "H", "H", "H", "H", "H", "H", "H", "H", "H", "H", "H", "H", "H", "H", "H", "H", "H", "H", "H", "H", "H", "H", "H", "H", "H", "H", "H", "H", "H", "H", "H", "H", "H", "H", "H", "H", "H", "H", "H", "H", "H", "H", "H", "H", "H", "H", "H", "H", "H", "H", "H", "H", "H", "H", "H", "H", "H", "H", "H", "H", "H", "H", "H", "H", "H", "H", "H", "H", "H", "H", "H", "H", "H", "H", "H", "H", "H", "H", "H", "H", "H", "H", "H", "H", "H", "H", "H", "H", "H", "H"],
  "xyz": [[3.15020, -5.58697, -3.19580], [-8.24255, -5.92080, -0.27373], [-5.15625, 1.59234, -4.53504], [2.83770, 3.73668, -0.86168], [-2.00194, -0.00170, -0.03975], [0.26943, 7.59298, -3.25189], [-2.66491, 5.15071, 1.58282], [4.03095, 0.80955, 7.61851], [-4.10695, 0.66765, 3.90939], [0.63676, -1.79989, 4.46413], [0.03554, 2.11592, -3.86795], [-3.90135, -4.18850, 0.20497], [4.46469, -0.65818, 0.27007], [10.24497, -0.83469, -1.22525], [-6.05739, -4.50603, -1.69311], [7.46174, -0.48311, -0.02017], [2.98680, 2.70124, -3.59800], [-3.43074, 2.32972, 1.26474], [1.59681, -0.85983, 7.04030], [-4.48799, 0.93074, -2.42896], [-6.28358, -5.94451, -1.60637], [6.45370, -0.38650, -1.02710], [9.55495, 0.42912, -1.20644], [2.34028, -0.77556, 8.31150], [-1.12804, 2.11001, -4.60647], [-3.90692, -0.27494, 4.95777], [4.60467, 2.10396, 7.60395], [-4.42885, 1.26306, 1.51456], [-3.66470, -2.85042, 0.60287], [-0.14251, -1.97994, 5.65998], [-3.57768, -4.58092, -1.13558], [-1.08777, 5.71916, -2.57053], [-3.99507, 0.23686, 2.53460], [5.22396, -1.31395, -0.76478], [1.88679, -4.01763, -1.97056], [-0.74170, 0.15380, -0.54543], [4.06558, 2.71567, -2.61307], [-0.62441, 1.63818, -0.94301], [11.06106, -1.07430, -0.05644], [-0.71999, -0.81160, -1.76633], [-9.66986, -5.83003, -0.16768], [2.42435, 1.33242, -3.69981], [-1.53788, 6.00188, 1.49442], [-3.08775, 4.53538, 0.33291], [2.35980, 3.80172, 0.43438], [-0.05069, 6.25501, -3.59025], [8.46669, 0.56983, -0.15051], [-7.78718, -6.29595, -1.56392], [3.29673, -4.64488, -2.20700], [1.10443, 1.43048, -4.54294], [3.64512, 2.59147, -1.13544], [-0.10083, -1.35171, 3.29979], [-4.12715, 3.43668, 0.54720], [3.59793, -5.29678, -0.84623], [1.22518, 5.41270, -3.60534], [3.31783, -1.33281, 0.59997], [-4.66773, -4.05161, -2.10378], [-6.65563, -0.01584, -3.36304], [0.72566, -2.02967, 6.86798], [-5.20054, 0.49605, -3.63143], [2.94835, 0.62374, 8.55431], [-0.50889, -1.83950, -1.47146], [3.58959, -4.56654, -0.03705], [2.29220, 3.25640, -3.11902], [-10.19184, -6.77143, -0.33917], [-2.27991, 0.88886, 0.18664], [-0.89080, -1.19690, 5.78257], [5.48193, -2.36820, -0.66435], [-4.42223, -4.32940, -3.12880], [0.77030, 0.44422, -4.86502], [-3.51508, -5.66799, -1.18522], [1.14651, 4.34781, -3.82427], [0.56700, -1.29529, 2.44019], [4.77872, 1.92324, -2.84019], [-4.53697, -1.16326, 5.00272], [-3.80955, 0.21739, 5.92536], [3.30809, 0.71419, 9.57925], [0.78660, 8.01961, -3.93899], [-0.62785, -2.95587, 5.66997], [8.96875, 0.74098, 0.80173], [-0.81248, -2.15935, 3.12837], [10.54882, -1.72318, 0.65396], [0.04643, -0.28388, 0.06724], [-1.13075, 2.59699, -5.58162], [-3.83441, -2.81670, 1.67905], [5.29482, 2.24260, 6.77174], [-2.02856, 6.22250, -2.79334], [-1.34472, 1.94422, -1.70168], [-6.58224, -0.80416, -2.61388], [3.16743, -1.47025, 8.16539], [1.80339, -1.15497, 9.18093], [1.36814, 1.87371, -5.50320], [-5.79409, -6.45459, -0.77671], [6.96111, -0.66685, -1.95016], [3.45738, -2.40767, 0.71535], [11.47804, -0.17130, 0.38947], [2.27157, -0.86785, 6.28882], [-2.71177, -2.41877, 0.29678], [11.91958, -1.55504, -0.52541], [-2.58752, -4.24982, -1.44870], [-4.53625, 3.13002, -0.41546], [-4.79870, 0.72867, 0.63950], [1.99862, 5.88204, -4.21328], [10.28344, 1.23875, -1.16292], [1.23503, -2.99238, 6.91084], [1.25616, -4.77504, -1.50503], [-4.44685, -2.19581, 0.21839], [0.06541, -2.08202, 7.73368], [2.58245, -1.25146, -0.20046], [0.40503, 1.68001, -1.29882], [-0.81388, 5.90107, -1.53131], [2.83581, -6.03951, -0.61038], [1.75830, 2.90606, 0.58962], [9.09682, 0.52896, -2.19045], [-2.24001, 4.16412, -0.24294], [-2.91700, -0.68855, 4.76516], [2.89882, -0.83830, 1.47633], [1.71554, 4.60025, 0.80231], [-0.76691, 2.28928, -0.08053], [-1.53737, 1.11762, -4.79546], [3.16433, 0.69292, -4.18101], [4.08487, -3.91506, -2.39226], [-4.62755, -0.33971, -4.03305], [-4.29304, 0.05503, -1.80991], [-5.31481, 1.77765, 1.88652], [2.88627, -6.39744, -2.75414], [4.62838, 3.62292, -2.83271], [-0.55744, 6.17208, -4.55172], [7.96757, 1.53147, -0.26975], [5.06032, 2.28173, 8.57805], [2.14586, 1.33312, 8.35204], [-0.55188, -0.36896, 3.43713], [-6.06697, -4.19609, -0.73189], [3.20285, 3.73926, 1.12247], [-0.58678, 5.47117, 1.45136], [-5.59587, 1.22902, -5.30727], [-1.70812, -0.77793, -2.22521], [-1.83751, 2.70842, -4.03493], [0.11368, -0.55504, -2.41997], [-4.97060, 3.86384, 1.08962], [-7.99388, -7.33590, -1.81666], [-9.99316, -5.52462, 0.82746], [-7.27736, 0.77701, -2.94718], [1.59675, 5.40557, -2.58065], [-4.99099, 1.65989, -1.79380], [3.72710, 2.72130, 7.41192], [1.91504, -3.22555, -1.22229], [-8.25367, -5.64995, -2.30766], [-10.08061, -5.11868, -0.88417], [-1.55775, 6.63738, 2.37977], [1.46716, -3.69138, -2.92217], [-3.05426, 2.72297, 2.11546], [3.09804, 1.67507, -0.91398], [4.53857, -5.83984, -0.75462], [-7.22936, -0.38795, -4.21185], [-2.94036, -0.01659, 2.42763], [4.63328, -1.31347, -1.68085], [4.49620, 2.51634, -0.45859], [-4.59311, -0.64985, 2.32438], [-1.59040, 6.53232, 0.54364], [-1.19962, 4.64811, -2.73921], [-4.65551, -2.96658, -2.00058], [6.22148, 0.66061, -1.22137], [-3.52062, 1.23684, -2.82724], [-5.82184, -6.42550, -2.46865], [-3.57658, 5.27866, -0.29692], [2.24472, 0.90312, -2.71415], [7.99385, -1.32093, -0.20736]],
  "lowdin_charge": [-0.025, -0.190, -0.040, -0.195, -0.073, -0.042, -0.190, -0.220, -0.192, -0.196, -0.215, -0.198, -0.178, -0.205, -0.041, -0.051, -0.043, -0.034, -0.051, -0.067, -0.223, -0.212, -0.216, -0.197, -0.145, -0.098, -0.103, -0.194, -0.102, -0.231, -0.201, -0.039, -0.197, -0.166, -0.055, -0.475, -0.193, -0.025, -0.091, -0.026, -0.105, -0.172, -0.099, -0.201, -0.119, -0.477, -0.220, -0.223, -0.493, -0.186, -0.193, -0.075, -0.179, -0.072, -0.047, -0.141, -0.165, -0.035, -0.235, -0.511, -0.202, 0.058, 0.062, 0.045, 0.079, 0.034, 0.107, 0.117, 0.111, 0.110, 0.110, 0.047, 0.063, 0.103, 0.086, 0.091, 0.115, 0.087, 0.121, 0.106, 0.086, 0.086, 0.116, 0.092, 0.083, 0.087, 0.081, 0.074, 0.069, 0.112, 0.115, 0.119, 0.114, 0.114, 0.076, 0.086, 0.105, 0.077, 0.084, 0.109, 0.099, 0.109, 0.086, 0.118, 0.116, 0.076, 0.073, 0.119, 0.065, 0.065, 0.062, 0.079, 0.074, 0.113, 0.095, 0.050, 0.092, 0.079, 0.072, 0.090, 0.118, 0.127, 0.131, 0.074, 0.118, 0.091, 0.118, 0.128, 0.116, 0.085, 0.115, 0.085, 0.088, 0.089, 0.069, 0.085, 0.074, 0.077, 0.063, 0.119, 0.118, 0.082, 0.077, 0.077, 0.075, 0.082, 0.048, 0.112, 0.081, 0.092, 0.080, 0.116, 0.100, 0.080, 0.071, 0.105, 0.107, 0.118, 0.108, 0.073, 0.062, 0.089, 0.102, 0.072, 0.115, 0.119, 0.087, 0.102],
  "total_charge": 0,
  "orbital_gap_ha": 0.3374
}


B) {
  "formula": "C42H107N5O14",
  "method": "wB97M-V/def2-TZVPD",
  "symbols": ["O", "O", "O", "O", "O", "O", "O", "O", "O", "O", "O", "O", "O", "O", "N", "N", "N", "N", "N", "C", "C", "C", "C", "C", "C", "C", "C", "C", "C", "C", "C", "C", "C", "C", "C", "C", "C", "C", "C", "C", "C", "C", "C", "C", "C", "C", "C", "C", "C", "C", "C", "C", "C", "C", "C", "C", "C", "C", "C", "C", "C", "H", "H", "H", "H", "H", "H", "H", "H", "H", "H", "H", "H", "H", "H", "H", "H", "H", "H", "H", "H", "H", "H", "H", "H", "H", "H", "H", "H", "H", "H", "H", "H", "H", "H", "H", "H", "H", "H", "H", "H", "H", "H", "H", "H", "H", "H", "H", "H", "H", "H", "H", "H", "H", "H", "H", "H", "H", "H", "H", "H", "H", "H", "H", "H", "H", "H", "H", "H", "H", "H", "H", "H", "H", "H", "H", "H", "H", "H", "H", "H", "H", "H", "H", "H", "H", "H", "H", "H", "H", "H", "H", "H", "H", "H", "H", "H", "H", "H", "H", "H", "H", "H", "H", "H", "H", "H", "H"],
  "xyz": [[-8.41011, -0.07096, 1.52462], [-3.82519, -1.39269, 2.86291], [1.86664, 0.10449, -1.87557], [0.62547, 2.58894, 2.38854], [4.35608, -4.52379, -7.82762], [1.11851, -4.78413, 0.80428], [4.63022, 6.52916, 5.83680], [-1.69147, 2.38993, -1.49310], [-2.48037, 3.03470, 2.96376], [-4.11919, -0.09737, 0.34662], [-1.66782, 1.01262, 0.13796], [4.20320, -6.16729, -1.00807], [-0.66298, -1.92797, -3.33840], [5.39739, 1.83307, -1.49676], [-1.68447, 0.28591, 2.14791], [-5.95729, 1.62495, 1.65654], [3.28395, -3.07317, -1.21949], [2.43721, -3.28610, -4.86575], [1.81700, 4.16388, 5.57619], [-2.84727, 4.43182, 2.85042], [-0.97323, -1.19036, -2.16846], [0.86419, 3.70372, 4.54982], [-0.06901, -4.24059, 0.34118], [-1.30032, 2.65564, 2.33656], [4.94449, 3.97564, -0.33238], [-8.43505, 1.26534, 1.86150], [3.67000, 1.88595, 0.08169], [-4.96794, -2.09347, 2.36097], [2.62936, -3.64453, -6.30648], [-9.26515, -0.99409, 2.20842], [-2.56331, -1.99507, 2.40614], [2.20255, 1.28114, -2.55693], [5.32473, -6.99953, -0.96889], [3.46069, -5.04530, -8.83117], [5.16867, 7.34433, 6.86241], [1.05889, 2.34883, 1.07918], [2.90793, -4.21356, -0.38568], [1.05328, -2.79342, -4.80538], [-2.74716, 1.76763, -2.16043], [0.70460, -2.38268, -3.32192], [-3.18579, -0.93338, -0.42779], [2.54881, 5.41959, 5.17466], [-1.43829, -1.02360, 2.74571], [-2.22669, 0.39355, -2.42506], [-0.29079, 0.66835, 0.17809], [2.76231, -0.98910, -2.17138], [3.51106, 5.73087, 6.32456], [-0.10856, -0.79111, -0.27504], [-3.03478, 2.59045, -3.36097], [-0.22007, -4.63835, -1.13526], [5.08028, 2.45024, -0.26586], [-0.09938, -2.69767, 0.44426], [0.61867, 1.68349, -0.60110], [2.16199, -2.17849, -1.43596], [-4.81536, 2.12265, 0.82268], [1.48167, 3.37672, 3.18826], [-0.88597, 1.25963, 2.80860], [-3.63917, 1.20929, 0.72694], [3.90727, -4.44703, -6.51900], [-7.24407, 2.05485, 1.22224], [4.08167, -5.17689, -0.01909], [5.78286, 2.13512, 0.50563], [-2.66800, 0.46963, 2.28578], [-0.11937, -5.72368, -1.13566], [0.86762, -1.99997, -5.52930], [-2.38805, -2.96169, 2.87840], [1.03951, -5.71495, 0.58309], [1.88776, 6.27960, 5.06739], [-0.97024, 1.05000, 3.87492], [4.25559, 4.25860, -1.12828], [-0.00782, 0.75528, 1.22713], [4.48473, 8.13011, 7.18315], [-0.41981, -0.25148, -2.18671], [5.21396, -7.91359, -1.55225], [3.65398, 0.79821, 0.14992], [0.37436, -2.45079, 1.39438], [6.28757, 2.08469, -1.75341], [-0.66830, -1.78503, -1.30737], [3.69609, -0.69759, -1.69056], [-3.90221, 4.54462, 3.10039], [0.37671, 1.56425, -1.65720], [0.80821, -3.25373, -2.67490], [1.66739, 1.52765, -0.34811], [5.02894, -4.63793, -0.00148], [1.80734, -4.23711, -6.70803], [3.10235, 5.25372, 4.25045], [-3.12328, -0.47153, -1.41313], [-2.58532, 4.82957, 1.86997], [3.89084, -5.69590, 0.92022], [2.66778, -2.77010, -6.95609], [-1.21952, -4.39066, -1.49281], [0.12898, 1.04351, 2.47501], [-2.14545, 2.60617, -3.99100], [1.55557, 3.19719, 0.60835], [0.18897, 2.05885, 0.48990], [-4.91358, -2.38617, 1.31242], [2.06060, -4.75951, -0.80048], [-3.42341, -1.99663, -0.46174], [-6.02298, 0.64335, 1.42797], [0.01315, 4.37942, 4.46458], [-0.49823, -1.47828, 0.47598], [0.57125, -4.21666, -1.75501], [1.71639, -1.69935, -0.56420], [3.23147, 1.61728, -2.42879], [5.86497, 4.43372, -0.69432], [4.71402, -4.07659, -5.88653], [-3.41071, 3.59889, -3.18829], [-7.30541, 2.01937, 0.13455], [-1.39230, -0.99631, 3.83440], [-2.05608, -1.09025, -2.09414], [2.98522, 6.21993, 7.14457], [5.52558, -7.37121, 0.03591], [0.41683, 2.77918, 4.91479], [3.96893, -5.23586, -9.77641], [2.85122, -1.20306, -3.23647], [1.60265, 4.29651, 2.61604], [3.60349, -3.39599, -2.12158], [3.82452, -5.46659, -6.14251], [-5.12549, -3.03132, 2.89361], [0.48287, -2.27773, -0.37594], [-1.68575, -0.10424, -1.62026], [2.49082, 2.97326, 3.27159], [0.40163, 2.73179, -0.39608], [-5.23045, 2.25866, -0.17597], [-1.38812, 1.77208, -0.82390], [0.96417, -0.96125, -0.36668], [1.79693, 1.54675, 1.08741], [-1.38066, 0.48205, -3.10660], [4.70195, 4.46082, 0.61307], [1.40888, 4.22766, 6.49786], [1.55189, 2.05682, -2.15312], [-8.53400, 1.41102, 2.93718], [-10.31298, -0.75475, 2.02713], [-2.07206, 0.79846, 0.98195], [-0.84448, -4.66790, 0.97691], [-5.86541, -1.49648, 2.52301], [2.39760, -4.19379, -4.42458], [-9.04920, -1.99307, 1.82960], [1.31802, -1.53382, -3.01985], [3.34349, 2.32111, 1.02621], [2.01821, 1.21328, -3.62908], [-4.34652, 3.05308, 1.14295], [-0.54089, -1.03806, -1.24468], [3.98248, 4.83257, 6.72319], [-0.48931, -1.46588, 2.44250], [6.05176, 7.92161, 6.58853], [-2.11644, -0.89686, -0.21981], [-3.77530, 2.12863, -4.01401], [2.51835, -3.79217, 0.54102], [2.87485, 2.14633, -0.61689], [-3.67371, 1.77643, -1.58639], [0.46281, -3.64139, -5.15235], [5.52926, 6.83274, 7.75480], [-2.81157, 1.60171, 0.13602], [-7.41451, 3.10798, 1.44577], [6.21224, -6.53152, -1.39479], [-0.47512, 3.33503, 2.55005], [-1.41377, 2.78105, 1.25976], [-2.93632, -0.31495, -2.85230], [-3.27521, 1.12385, 1.75083], [-2.50490, -2.27948, 1.35552], [1.29996, -2.54290, -1.99471], [3.11103, -6.03844, -8.54916], [-9.09167, -0.98286, 3.28447], [-9.30942, 1.76242, 1.44140], [2.65468, -4.34886, -9.06230], [-2.33165, 4.86344, 3.70828], [-1.07876, -2.27550, 0.21911]],
  "lowdin_charge": [-0.199, -0.159, -0.242, -0.355, -0.184, -0.128, -0.187, -0.036, -0.179, -0.083, -0.231, -0.201, -0.029, -0.046, -0.092, -0.025, 0.012, -0.045, -0.060, -0.060, -0.277, -0.180, -0.385, -0.199, -0.048, -0.238, -0.063, -0.094, -0.213, -0.085, -0.160, -0.115, -0.130, -0.086, -0.142, -0.232, -0.185, -0.146, -0.427, -0.207, -0.053, -0.173, -0.115, -0.154, -0.219, -0.146, -0.206, -0.188, -0.039, -0.006, -0.434, -0.142, -0.219, -0.250, -0.132, -0.153, -0.118, -0.229, -0.259, -0.227, -0.175, 0.136, 0.079, 0.095, 0.126, 0.127, 0.109, 0.116, 0.145, 0.085, 0.103, 0.082, 0.145, 0.082, 0.110, 0.143, 0.093, 0.111, 0.134, 0.085, 0.091, 0.076, 0.062, 0.121, 0.106, 0.112, 0.039, 0.094, 0.119, 0.127, 0.104, 0.125, 0.084, 0.144, -0.017, 0.078, 0.090, 0.118, 0.079, 0.110, -0.024, 0.047, 0.080, 0.085, 0.071, 0.125, 0.085, 0.109, 0.128, 0.081, 0.115, 0.084, 0.120, 0.083, 0.124, 0.125, 0.108, 0.117, 0.081, 0.056, 0.023, 0.134, 0.137, 0.107, -0.070, 0.082, 0.112, 0.146, 0.081, 0.105, 0.076, 0.119, 0.082, -0.029, 0.138, 0.081, 0.105, 0.085, 0.080, 0.071, 0.114, 0.110, -0.176, 0.121, 0.106, 0.080, 0.074, 0.081, 0.116, 0.043, 0.129, 0.113, 0.082, 0.055, 0.114, 0.085, 0.075, 0.154, 0.153, 0.089, 0.078, 0.002, 0.086, 0.084, 0.111, 0.082, 0.075, 0.096],
  "total_charge": 0,
  "orbital_gap_ha": 0.2734
}


C) {
  "formula": "C42H107N5O14",
  "method": "wB97M-V/def2-TZVPD",
  "symbols": ["O", "O", "O", "O", "O", "O", "O", "O", "O", "O", "O", "O", "O", "O", "N", "N", "N", "N", "N", "C", "C", "C", "C", "C", "C", "C", "C", "C", "C", "C", "C", "C", "C", "C", "C", "C", "C", "C", "C", "C", "C", "C", "C", "C", "C", "C", "C", "C", "C", "C", "C", "C", "C", "C", "C", "C", "C", "C", "C", "C", "C", "H", "H", "H", "H", "H", "H", "H", "H", "H", "H", "H", "H", "H", "H", "H", "H", "H", "H", "H", "H", "H", "H", "H", "H", "H", "H", "H", "H", "H", "H", "H", "H", "H", "H", "H", "H", "H", "H", "H", "H", "H", "H", "H", "H", "H", "H", "H", "H", "H", "H", "H", "H", "H", "H", "H", "H", "H", "H", "H", "H", "H", "H", "H", "H", "H", "H", "H", "H", "H", "H", "H", "H", "H", "H", "H", "H", "H", "H", "H", "H", "H", "H", "H", "H", "H", "H", "H", "H", "H", "H", "H", "H", "H", "H", "H", "H", "H", "H", "H", "H", "H", "H", "H", "H", "H", "H", "H"],
  "xyz": [[-2.34330, -4.75637, -1.61493], [6.22487, -0.06927, 2.52782], [4.09796, -4.52164, 2.59084], [1.65627, -1.90637, -3.24647], [-0.58137, -0.00326, -2.76870], [4.63638, -0.52094, -4.90890], [-0.44820, 1.67277, -7.71846], [-3.03268, -0.71269, -7.35987], [2.26447, 1.05089, 0.56508], [-3.23858, 5.51051, 3.56324], [5.31272, 5.00909, 2.89702], [-4.26029, -1.72113, 2.95917], [-2.89559, 3.14392, -0.77147], [2.50963, -3.32053, -0.90007], [-3.30723, 2.06061, -7.69420], [-3.97000, 0.78249, 0.24450], [-0.36848, 0.43226, 0.24540], [-2.00001, 5.43089, 4.24156], [3.12049, -5.08460, 3.46402], [-2.36749, 2.71447, -8.64759], [3.84417, -2.84838, -0.67826], [-1.07502, 6.48427, 3.78983], [-1.63821, -4.12497, -0.53135], [-1.57728, 4.00130, 4.27055], [-2.04869, 3.66652, -1.75777], [1.81903, -7.09794, 4.05794], [2.04588, -4.15259, 3.73584], [0.28254, 0.08195, 1.50386], [-3.71772, -0.28553, -8.53201], [-0.69920, -0.79550, -0.52312], [-2.60055, 3.32457, 5.18909], [-5.09722, -2.64033, 2.32280], [1.27424, -3.75332, 2.46279], [-0.21797, 3.92732, 4.97934], [-4.47919, 0.20630, 1.49513], [5.43796, 4.74304, 1.51775], [3.65467, 1.12465, 0.31192], [1.12086, -4.83074, 4.74690], [4.09963, -7.35328, 3.16551], [-4.74201, 2.00155, -0.04330], [-0.95132, 6.63414, 2.25929], [-3.56266, -0.87048, 2.03153], [-4.18809, 2.74270, -1.25349], [-4.25780, 1.12822, -8.34787], [-1.42981, 3.32938, 2.90847], [4.54957, 0.27472, -3.75136], [0.33873, 0.48304, -7.73884], [2.28515, -6.60257, 1.64278], [-1.13415, 0.51421, -3.95635], [2.57845, -2.89166, 4.39726], [-1.67002, 7.79116, 4.33152], [1.79513, -0.09616, 1.22622], [0.61098, -6.23386, 4.38601], [-1.10936, 1.91467, -8.93757], [0.81714, 4.89428, 4.44466], [0.75110, -2.97549, -3.58291], [5.65031, -1.10805, 3.27700], [-3.84686, -1.17837, -6.31271], [2.85976, -6.47802, 3.09259], [-1.45007, -0.47412, -1.75818], [0.31557, 6.32181, 4.45107], [-3.08027, -1.52881, 1.30098], [-1.92200, 7.74889, 5.39054], [-0.02884, 7.19685, 2.11266], [-2.88086, 3.04223, -9.55424], [0.24349, 2.93055, 4.92643], [0.99370, 0.57766, -6.86877], [3.90967, -8.38573, 2.87823], [0.28079, -1.25089, -0.72638], [5.26033, -1.94852, 2.70586], [-2.72114, -0.49667, 2.61964], [6.39184, 0.75349, 2.98346], [-3.62233, 3.38801, 4.82464], [0.24877, -2.74269, -4.52454], [-5.94980, -2.17322, 1.81107], [5.53757, 0.46389, -3.32012], [0.32454, -4.14891, 5.04641], [-4.62963, 2.71508, 0.78048], [-0.00713, -6.66884, 5.16696], [1.31159, -6.10508, 1.64007], [5.62749, 4.22849, 3.35988], [-3.26809, -1.62683, -5.50950], [1.82926, -3.84960, 1.51705], [-0.33049, 3.95314, 6.06955], [-2.99035, 1.02695, 0.39381], [-0.25746, 0.72171, -4.57205], [-1.78501, -0.19791, -4.46918], [1.06920, 6.95384, 3.97798], [-1.37802, 2.23692, 2.92854], [1.08482, -2.68146, 2.31226], [6.48946, 4.78873, 1.21674], [-0.43449, 2.46726, -9.62048], [-0.75672, 5.65147, 1.82274], [1.10143, 4.66184, 3.40853], [-0.01220, -3.09254, -2.80787], [-0.11810, -0.85665, 1.88647], [4.16203, 0.39585, -0.31927], [-2.31915, 0.17836, -1.62384], [2.05780, -7.64467, 1.42422], [1.74492, -5.00256, 5.63416], [1.85922, -2.22971, 4.88009], [-1.79077, 7.11741, 1.76654], [0.32045, -4.20050, 2.16681], [4.12850, -2.00966, -1.30612], [1.30082, -3.91451, -3.62330], [-1.62485, 1.47442, -3.79135], [-1.94552, 3.08073, -2.66976], [2.81496, -6.11820, 0.82130], [-1.22722, -1.45421, 0.16178], [-0.29748, -0.35542, -7.42546], [6.44695, -1.48084, 3.93701], [1.76667, 4.71752, 4.95742], [-0.44890, 3.59543, 2.51223], [-4.41553, -0.35499, -5.85820], [2.37001, -0.39665, 2.11347], [4.02929, -2.70922, 0.38964], [-2.30532, -3.33711, -0.17554], [4.42406, -7.29935, 4.21042], [-4.57918, 1.53953, -9.30483], [-3.20598, -4.34554, -1.67250], [2.33147, -7.46486, 4.94952], [-1.98822, -1.38481, -2.08123], [1.03297, -1.21089, -2.98891], [-0.00217, -6.09049, 3.48955], [-2.54025, 8.14126, 3.77558], [-4.71094, 3.68486, -1.45403], [-2.67508, 1.44489, -7.18233], [3.74957, -0.84396, -5.09619], [4.93948, 3.84064, 1.15642], [4.98371, 5.51016, 0.88370], [1.52616, -8.00629, 3.52083], [-5.56905, -3.27186, 3.07696], [-0.69840, -3.77415, -0.95680], [4.06816, 0.97925, 1.32792], [0.28746, 6.62988, 5.50124], [-4.62604, -3.29606, 1.58000], [-3.02018, 5.54875, 2.61625], [-1.26240, 1.08443, -9.64104], [-2.32261, 4.70290, -2.00047], [4.84171, -0.78116, 3.94300], [3.23317, -2.32870, 3.73838], [-2.27111, 3.53671, 2.24435], [3.15460, -3.25936, 5.25558], [3.90837, 2.17704, 0.20500], [-5.77126, 1.65636, -0.14886], [-1.43952, -4.78784, 0.31499], [4.24884, 1.31258, -3.94251], [3.76720, -4.75814, 1.70857], [-1.04590, 3.77313, -1.33511], [4.46632, -3.73693, -0.86650], [-5.45075, -0.21977, 1.22498], [3.94381, -0.16627, -2.95880], [1.93591, -0.96116, 0.55883], [-4.58398, -1.87651, -6.72547], [0.82850, 0.28110, -8.68801], [-0.93792, 8.60338, 4.24350], [-2.30631, 2.28862, 5.37463], [2.23552, -3.02936, -1.78486], [-4.19693, 2.17294, -2.18670], [0.23921, 0.86249, 2.26499], [-2.53894, 3.85003, 6.14284], [-2.10765, 3.65673, -8.15633], [-3.01263, -0.43055, -9.34535], [4.96253, -7.02980, 2.58195], [0.33474, 0.90932, -0.31033], [-5.09427, 1.07913, -7.64457], [-4.72975, 0.95923, 2.25399], [-4.56112, -0.96522, -8.71248]],
  "lowdin_charge": [-0.120, -0.122, -0.019, -0.145, -0.204, -0.105, -0.186, -0.223, -0.192, -0.022, -0.106, -0.179, -0.214, -0.154, -0.046, -0.052, -0.025, -0.092, -0.084, -0.192, -0.130, -0.503, -0.135, -0.504, -0.112, -0.137, -0.511, -0.181, -0.205, -0.193, -0.033, -0.138, -0.018, -0.150, -0.206, -0.171, -0.075, -0.138, -0.039, -0.203, -0.022, -0.190, -0.194, -0.194, -0.024, -0.185, -0.089, -0.020, -0.060, -0.031, -0.048, -0.223, -0.160, -0.252, -0.192, -0.111, -0.169, -0.110, -0.502, -0.211, -0.134, 0.096, 0.087, 0.086, 0.113, 0.122, 0.079, 0.088, 0.112, 0.061, 0.120, 0.072, 0.077, 0.085, 0.078, 0.079, 0.125, 0.115, 0.112, 0.061, 0.070, 0.075, 0.062, 0.119, 0.080, 0.092, 0.080, 0.118, 0.068, 0.059, 0.080, 0.123, 0.070, 0.106, 0.061, 0.099, 0.084, 0.106, 0.087, 0.122, 0.093, 0.082, 0.072, 0.068, 0.092, 0.071, 0.060, 0.079, 0.083, 0.078, 0.084, 0.115, 0.070, 0.090, 0.117, 0.061, 0.059, 0.089, 0.114, 0.064, 0.118, 0.124, 0.050, 0.099, 0.077, 0.122, 0.074, 0.065, 0.052, 0.080, 0.116, 0.090, 0.057, 0.075, 0.122, 0.082, 0.079, 0.113, 0.090, 0.071, 0.044, 0.076, 0.094, 0.070, 0.122, 0.076, 0.077, 0.058, 0.090, 0.082, 0.107, 0.052, 0.102, 0.090, 0.090, 0.085, 0.085, 0.020, 0.119, 0.097, 0.082, 0.111, 0.112, 0.082, 0.097, 0.104, 0.124, 0.117],
  "total_charge": 0,
  "orbital_gap_ha": 0.3181
}


Which of them is least stable? Easy: B).